Below is 10 unconnected molecules or ions with the total composition C51H90O9S3, with properties calculated with wB97M-V/def2-TZVPD.

```
! RIJCOSX wB97M-V def2-TZVPD def2/J DEFGRID3
* xyz 0 1
O -15.29948 13.68855 -21.99297
S -15.95702 13.98474 -20.71002
O -16.41636 12.99811 -19.78363
O -15.01010 15.00728 -19.75033
C -14.00270 15.63702 -20.46833
C -12.95859 16.21261 -19.46753
C -17.38909 15.19716 -21.05416
H -14.29816 16.51588 -21.04141
H -13.44577 14.96757 -21.12389
H -12.38681 15.35703 -19.10818
H -13.36915 16.71537 -18.59187
H -12.23500 16.81018 -20.02200
H -17.97984 14.68339 -21.81255
H -17.01616 16.09107 -21.55410
H -18.08387 15.45291 -20.25417
O -21.01629 10.21000 -17.18975
S -19.92905 11.15999 -17.13318
O -19.91309 12.25449 -16.11063
O -18.46650 10.28195 -17.11923
C -17.26689 10.95178 -16.95138
C -16.27758 9.94818 -16.51520
C -19.76239 11.90819 -18.87191
H -17.33150 11.52781 -16.02827
H -16.98780 11.57090 -17.80397
H -16.13429 9.17825 -17.27332
H -16.47580 9.47640 -15.55278
H -15.32399 10.46653 -16.41477
H -20.39138 12.79836 -18.88068
H -20.09080 11.22801 -19.65779
H -18.77287 12.30379 -19.10088
O -16.53815 7.46532 -13.31390
S -17.33550 8.05339 -12.19750
O -16.73130 8.98113 -11.23406
O -18.60645 8.89006 -12.87170
C -19.23726 8.34460 -14.01862
C -20.75618 8.58424 -13.99787
C -18.25801 6.83720 -11.14201
H -19.16319 7.26011 -14.09916
H -18.82620 8.62322 -14.98893
H -21.17294 8.30746 -13.02947
H -21.28613 8.03954 -14.77924
H -21.11616 9.61117 -13.93507
H -19.07633 7.37779 -10.66638
H -17.44208 6.62934 -10.44980
H -18.42357 5.95093 -11.75455
C -19.56083 16.24397 -16.16423
C -18.55292 15.64892 -16.92092
C -17.67554 16.38918 -17.65589
C -17.81887 17.71583 -17.69317
C -18.78255 18.35795 -16.93184
C -19.69439 17.60247 -16.21398
H -20.38916 15.78499 -15.64499
H -18.52808 14.57039 -16.87014
H -16.83380 15.89926 -18.12264
H -16.99998 18.31360 -18.06530
H -18.89086 19.43186 -16.89448
H -20.56583 17.99837 -15.71373
C -14.66477 8.96847 -20.04965
C -14.56703 10.19114 -20.70265
C -14.13945 10.27532 -22.04079
C -13.90832 9.13621 -22.73009
C -13.99669 7.84802 -22.10192
C -14.27153 7.81677 -20.72097
H -14.75991 8.89440 -18.97641
H -14.84737 11.09986 -20.19076
H -14.07186 11.14610 -22.67606
H -13.57947 9.25286 -23.75217
H -13.68557 6.89103 -22.49405
H -14.22057 6.86668 -20.20996
C -24.37979 9.30015 -16.13404
C -25.62325 9.29052 -16.70769
C -26.76680 9.93570 -16.20126
C -26.59369 10.48487 -14.93621
C -25.29384 10.57439 -14.36244
C -24.21770 10.04507 -15.00840
H -23.59647 8.86335 -16.73572
H -25.70606 8.62819 -17.55674
H -27.73359 9.93565 -16.68263
H -27.38409 10.97624 -14.38830
H -25.00611 11.12732 -13.48047
H -23.26756 10.13531 -14.50294
C -23.00149 10.19613 -23.06143
C -24.06516 10.86889 -22.50511
C -24.30980 10.71718 -21.12121
C -23.38979 10.02474 -20.34650
C -22.13688 9.64830 -20.85995
C -22.03868 9.59382 -22.25667
H -22.85697 10.15741 -24.13102
H -24.78402 11.34079 -23.15854
H -25.20675 11.18998 -20.74926
H -23.41099 9.99782 -19.26705
H -21.42224 9.19269 -20.19054
H -21.26593 8.96514 -22.67384
C -28.69874 14.92369 -19.14002
C -27.83982 13.64639 -19.27292
C -26.72507 13.57618 -18.21508
C -25.26594 14.05158 -18.55365
C -24.05210 13.93200 -17.54853
C -23.35848 12.51530 -17.49199
H -29.49201 15.02533 -19.88063
H -28.10840 15.81169 -19.36593
H -29.15354 15.07528 -18.16110
H -28.53540 12.84155 -19.03517
H -27.57090 13.64178 -20.32921
H -26.71613 12.55783 -17.82651
H -27.06798 14.23312 -17.41573
H -24.88571 13.58641 -19.46313
H -25.42370 15.12915 -18.59893
H -23.32297 14.69068 -17.83294
H -24.39333 14.21246 -16.55203
H -22.43218 12.37812 -16.93408
H -24.01688 11.67917 -17.25640
H -22.88779 12.27075 -18.44421
C -6.90128 8.45213 -15.86230
C -8.33664 8.99304 -15.89548
C -9.35282 7.94074 -16.34673
C -10.74602 8.36382 -15.90943
C -11.87634 7.75435 -16.72513
C -13.16208 8.13786 -16.29505
H -6.19461 9.25075 -16.08796
H -6.64990 7.52227 -16.37245
H -6.77422 8.18018 -14.81445
H -8.52749 9.39185 -14.89918
H -8.46329 9.87020 -16.53002
H -9.22441 6.88957 -16.08852
H -9.45776 8.02705 -17.42823
H -10.94499 8.01428 -14.89635
H -10.81573 9.44847 -15.99173
H -11.76509 8.01480 -17.77769
H -11.70631 6.67820 -16.69207
H -13.20369 8.39412 -15.23642
H -13.49236 9.11160 -16.65677
H -13.97101 7.46964 -16.59035
C -18.07328 10.36361 -22.26868
C -18.35553 11.58416 -23.24212
C -19.82890 11.81314 -23.61591
C -20.02720 13.00177 -24.68287
C -21.48148 13.53304 -24.74778
C -21.76905 14.42816 -25.95679
H -17.05414 9.97705 -22.26554
H -18.57460 9.45910 -22.61311
H -18.47751 10.55697 -21.27504
H -17.89201 12.52396 -22.94211
H -17.83127 11.44223 -24.18716
H -20.39458 12.07566 -22.72194
H -20.32067 10.89031 -23.92358
H -19.23842 13.73107 -24.49835
H -19.70503 12.55267 -25.62235
H -22.13766 12.69265 -24.97420
H -21.70527 13.80829 -23.71712
H -20.97492 15.15696 -26.11905
H -21.91447 13.96023 -26.93044
H -22.58597 15.14358 -25.86237
*
```

Summary:
**HOMO-LUMO gap**: 9.38 eV
**SMILES**: CCOS(C)(=O)=O.CCOS(C)(=O)=O.CCOS(C)(=O)=O.c1ccccc1.c1ccccc1.c1ccccc1.c1ccccc1.CCCCCC.CCCCCC.CCCCCC
**Maximum force**: 4.46 eV Å⁻¹
**Lowest unoccupied orbital energy**: 0.29 eV